ORCA calculation (ωB97M-V with the def2-TZVPD basis set) on a structure of composition C27H63BrClINO20PS6.

- F_max: 0.0220 Eh/bohr
- Gap between HOMO and LUMO: 7.3 eV
- HOMO level: -7.87 eV
- M: 1187.42 g mol⁻¹
- E_LUMO: -0.54 eV

Each line ends with the Mulliken charge.
Positions of all 121 atoms, in Å:
I  -2.205  -5.468  1.790  0.28
Br  -1.243  -3.200  3.978  -0.03
Cl  1.319  -1.366  1.795  -0.35
S  -0.148  6.964  -7.140  1.25
S  -5.100  -12.754  0.555  1.21
S  4.462  10.540  0.577  1.26
S  0.829  1.725  -4.493  1.22
S  -4.051  -8.712  5.795  1.21
S  2.625  3.110  1.568  1.24
P  -2.108  -3.180  -0.382  0.32
O  3.381  4.231  2.395  -0.31
O  -1.458  6.462  -7.419  -0.63
O  4.253  9.402  1.426  -0.61
O  3.403  2.788  0.406  -0.65
O  -4.563  -7.984  6.915  -0.63
O  4.551  10.334  -0.835  -0.63
O  5.733  11.334  1.092  -0.30
O  0.342  7.897  -8.321  -0.31
O  1.251  3.465  1.398  -0.63
O  0.696  -3.546  0.539  -0.38
O  1.115  -4.763  2.396  -0.53
O  -6.452  -12.390  0.845  -0.62
O  2.226  1.992  -3.797  -0.26
O  -0.132  1.376  -3.485  -0.64
O  -4.629  -12.661  -0.795  -0.64
O  1.001  0.845  -5.609  -0.64
O  -4.429  -8.302  4.473  -0.55
O  0.893  6.027  -6.830  -0.60
O  -4.110  -11.955  1.500  -0.25
O  -2.472  -8.790  5.872  -0.31
N  -0.919  1.442  4.237  -0.59
C  2.682  6.388  1.415  -0.71
C  2.759  0.997  -2.888  -0.01
C  0.208  -2.232  0.626  -0.77
C  0.373  -4.085  1.782  0.54
C  0.551  3.364  -5.053  -1.08
C  -1.027  -3.575  2.125  -0.53
C  -1.464  -2.479  -1.956  -1.11
C  0.891  7.247  -9.501  -0.34
C  7.679  10.242  0.043  -0.96
C  -1.733  -7.637  5.377  -0.22
C  -1.146  0.075  3.740  -0.53
C  3.458  -0.132  -3.612  -1.14
C  -1.232  -2.384  1.127  1.89
C  -3.847  -2.628  -0.351  -1.20
C  3.262  11.776  0.917  -0.97
C  -2.023  -1.123  1.563  -1.56
C  -1.402  0.117  2.235  -0.79
C  6.947  10.569  1.324  -0.33
C  3.810  5.417  1.669  -0.40
C  -0.245  8.197  -5.893  -0.96
C  -4.850  -9.602  1.417  -0.80
C  -3.759  -10.598  1.105  -0.42
C  -1.711  -6.490  6.360  -0.96
C  -0.183  6.683  -10.402  -0.96
C  -4.383  -10.424  6.009  -0.99
C  -4.782  -14.360  1.196  -0.93
C  2.772  1.814  2.746  -0.25
H  -3.965  -10.970  5.168  0.29
H  1.954  5.980  0.716  0.32
H  6.687  9.674  1.889  0.31
H  -4.047  -1.565  -0.210  0.35
H  -0.276  -0.540  3.969  0.28
H  -0.710  -3.184  -2.304  0.35
H  7.538  11.217  1.968  0.27
H  4.569  5.854  2.314  0.24
H  -1.720  1.772  4.760  0.23
H  -2.861  -1.475  2.175  0.52
H  -0.636  7.706  -5.004  0.37
H  1.597  6.483  -9.175  0.32
H  -5.150  -9.670  2.460  0.16
H  -1.030  -5.725  5.985  0.27
H  -2.699  -6.048  6.483  0.28
H  -3.744  -14.615  1.002  0.31
H  -4.473  -8.594  1.239  0.31
H  4.293  5.098  0.745  0.33
H  0.460  4.014  -4.187  0.38
H  -3.494  -10.606  0.047  0.37
H  2.244  0.965  2.319  -0.15
H  -2.464  -0.735  0.647  0.43
H  -4.252  -2.918  -1.322  0.46
H  -0.153  1.452  4.899  0.22
H  2.324  2.121  3.687  0.30
H  -0.925  8.974  -6.228  0.33
H  -1.362  -6.828  7.336  0.33
H  1.450  8.040  -9.992  0.27
H  -4.369  -3.195  0.422  0.30
H  1.950  0.633  -2.254  0.19
H  -5.466  -10.526  6.036  0.38
H  1.377  3.670  -5.688  0.36
H  0.276  6.337  -11.329  0.38
H  -1.045  -1.469  -1.942  0.26
H  -2.124  0.923  2.073  0.40
H  -0.502  0.439  1.714  0.25
H  3.447  1.560  -2.261  0.18
H  -4.999  -14.358  2.261  0.31
H  2.164  6.622  2.345  0.27
H  -2.857  -10.391  1.677  0.27
H  -0.374  3.352  -5.626  0.42
H  -2.160  -7.346  4.420  0.20
H  -5.452  -15.037  0.672  0.37
H  2.312  11.389  0.554  0.37
H  -0.732  -8.024  5.201  0.28
H  3.954  -0.771  -2.881  0.39
H  -0.923  7.446  -10.640  0.26
H  4.205  0.261  -4.302  0.31
H  2.754  -0.736  -4.184  0.31
H  3.226  11.944  1.990  0.31
H  0.751  8.590  -5.710  0.32
H  -5.729  -9.758  0.794  0.36
H  8.643  9.797  0.288  0.38
H  -3.946  -10.746  6.951  0.36
H  -0.698  5.844  -9.936  0.29
H  0.358  -1.687  -0.297  0.45
H  3.828  1.587  2.864  0.37
H  7.848  11.146  -0.542  0.27
H  7.117  9.540  -0.571  0.29
H  -2.002  -0.403  4.232  0.34
H  -2.288  -2.503  -2.670  0.43
H  3.095  7.309  1.004  0.18
H  3.536  12.680  0.381  0.34